# 1
DFT (the ωB97M-V functional and the def2-TZVPD basis) results for a structure of composition C7H8FNO2S in a non-equilibrium geometry.

## Properties
2S+1: 3
Strongest force on any atom, eV/A: 5.9
LUMO level (spin up / spin down), eV: 0.50 / -2.86
Orbital gap (spin up / spin down), eV: 7.8 / 7.4
Calculated total energy, eV: -26519.9997

The geometry in XYZ format:
```
20
C7H8FNO2S, DFT the ωB97M-V functional and the def2-TZVPD basis
C 2.84 -0.55 -0.36
C 2.41 0.60 -0.96
C 1.84 -1.49 0.06
C 1.05 0.95 -1.14
C 0.55 -1.29 -0.27
C 0.13 -0.06 -0.77
C -2.07 0.87 1.72
N -1.19 0.05 -0.86
O -1.88 -1.64 0.81
O -3.51 -0.05 -0.37
F -1.52 1.48 -1.50
S -2.28 -0.29 0.37
H 3.85 -0.77 -0.32
H 3.14 1.40 -1.32
H 2.17 -2.30 0.65
H 0.76 1.90 -1.56
H -0.18 -2.03 0.03
H -3.07 0.99 1.95
H -1.45 0.41 2.51
H -1.59 1.81 1.32
```


# 2
DFT (the ωB97M-V functional and the def2-TZVPD basis) results for a structure of composition C25H26N8NbS4 in a non-equilibrium geometry.

## Properties
Strongest force on any atom, eV/A: 3.2
Charge: +3
LUMO level, eV: -11.26
Energy relative to the best compared isomer or geometry (same formula, charge and spin), kJ/mol: 0.0
Orbital gap, eV: 5.2
Calculated total energy, eV: -83134.3126

The geometry in XYZ format:
```
64
C25H26N8NbS4, DFT the ωB97M-V functional and the def2-TZVPD basis
Nb -14.95 -6.25 8.94
C -18.95 -9.03 5.28
C -18.10 -7.77 4.95
N -16.72 -7.90 5.36
C -16.29 -7.68 6.66
S -14.60 -7.86 6.97
N -17.21 -7.41 7.58
N -16.72 -7.38 8.87
C -17.43 -7.86 9.87
C -18.77 -8.50 9.66
C -16.73 -7.91 11.17
C -17.09 -8.71 12.25
C -16.21 -8.95 13.31
C -15.00 -8.27 13.30
C -14.68 -7.50 12.18
N -15.48 -7.36 11.10
H -20.02 -8.77 5.29
H -18.73 -9.43 6.25
H -18.73 -9.84 4.57
H -18.53 -6.88 5.43
H -18.11 -7.60 3.88
H -16.06 -8.23 4.66
H -19.15 -8.14 8.70
H -19.44 -8.21 10.50
H -18.70 -9.60 9.64
H -18.01 -9.26 12.20
H -16.48 -9.67 14.07
H -14.32 -8.31 14.15
H -13.67 -7.12 12.07
C -9.83 -7.95 10.51
S -9.94 -7.00 8.97
C -11.65 -6.59 8.77
S -12.94 -7.50 9.60
N -11.89 -5.55 8.01
N -13.23 -5.31 7.81
C -13.45 -4.57 6.72
C -14.79 -4.31 6.40
C -15.22 -3.69 5.22
C -16.52 -3.21 5.12
C -17.34 -3.41 6.25
C -16.93 -4.22 7.31
N -15.65 -4.67 7.40
H -8.74 -8.02 10.65
H -10.29 -7.41 11.31
H -10.24 -8.95 10.35
H -12.64 -4.06 6.22
H -14.50 -3.59 4.44
H -16.83 -2.62 4.27
H -18.34 -2.98 6.31
H -17.61 -4.45 8.14
S -16.67 -2.93 11.24
C -16.13 -4.50 10.79
N -14.86 -4.59 10.38
C -14.16 -3.39 10.68
C -12.80 -3.13 10.48
C -12.31 -1.85 10.86
C -13.20 -0.86 11.33
C -14.56 -1.08 11.49
C -15.04 -2.38 11.20
H -16.82 -5.34 10.83
H -12.14 -3.93 10.11
H -11.25 -1.64 10.68
H -12.83 0.15 11.48
H -15.26 -0.37 11.90
```


# 3
DFT (the ωB97M-V functional and the def2-TZVPD basis) results for a structure of composition C12H24BeMgN2O18 in a non-equilibrium geometry.

## Properties
Strongest force on any atom, eV/A: 2.7
Charge: +2
LUMO level, eV: -8.83
Orbital gap, eV: 6.0
Calculated total energy, eV: -58493.3832

The geometry in XYZ format:
```
58
C12H24BeMgN2O18, DFT the ωB97M-V functional and the def2-TZVPD basis
Mg 1.75 -3.58 5.41
Be -1.31 -4.96 8.78
N 0.35 -5.97 6.93
O -0.32 -5.28 7.80
O 1.27 -5.43 6.30
O 0.03 -7.10 6.71
N -1.47 -3.31 5.78
O -1.87 -3.60 6.94
O -0.23 -3.25 5.58
O -2.25 -3.18 4.87
C -4.74 -12.37 6.95
O -3.55 -11.77 6.47
C -3.64 -10.58 5.88
O -4.61 -9.88 5.81
O -2.44 -10.34 5.34
C -2.21 -9.04 4.81
H -4.67 -13.43 6.76
H -5.63 -11.96 6.46
H -4.88 -12.21 8.02
H -3.02 -8.35 4.63
H -1.73 -9.18 3.84
H -1.42 -8.55 5.38
C -1.39 -9.18 8.12
O -1.88 -9.26 9.45
C -2.20 -8.19 10.15
O -2.08 -7.01 9.78
O -2.50 -8.54 11.35
C -2.61 -9.90 11.77
H -2.00 -8.63 7.41
H -1.19 -10.20 7.82
H -0.42 -8.68 8.20
H -3.25 -10.39 11.03
H -3.12 -9.98 12.73
H -1.64 -10.39 11.87
C -0.19 -2.86 1.84
O 0.07 -4.26 1.61
C 0.70 -4.95 2.53
O 1.29 -4.46 3.49
O 0.62 -6.23 2.27
C 1.28 -7.12 3.16
H -0.61 -2.51 0.90
H 0.78 -2.40 2.05
H -0.97 -2.74 2.58
H 0.61 -7.89 3.54
H 1.88 -6.70 3.96
H 2.00 -7.60 2.49
C 5.48 -2.68 4.25
O 5.71 -3.96 4.82
C 4.82 -4.65 5.48
O 3.63 -4.33 5.52
O 5.42 -5.67 6.01
C 4.73 -6.55 6.87
H 4.79 -2.74 3.41
H 6.44 -2.24 3.99
H 5.02 -2.11 5.06
H 4.08 -6.04 7.58
H 5.41 -7.10 7.52
H 4.11 -7.31 6.38
```


- Which formula does entry 1 have?
  C7H8FNO2S